{
  "formula": "C31H34N6O2SbScSe4",
  "method": "ωB97M-V/def2-TZVPD",
  "homo_ev": -5.64,
  "gap_ev": 4.3,
  "de_lowest_ev": 0.000,
  "largest_force_ev_per_a": 0.41,
  "spin_multiplicity": 1,
  "species": ["Sc", "C", "C", "C", "C", "C", "N", "C", "C", "C", "N", "C", "C", "C", "C", "C", "C", "C", "C", "N", "C", "C", "C", "N", "C", "C", "C", "C", "O", "C", "O", "H", "H", "H", "H", "H", "H", "H", "H", "H", "H", "H", "H", "H", "H", "H", "H", "H", "H", "H", "H", "H", "H", "H", "H", "H", "H", "H", "H", "Se", "Sb", "Se", "Se", "Se", "N", "C", "N", "C", "C", "C", "C", "C", "C", "H", "H", "H", "H", "H", "H"],
  "coordinates": [[0.850, -0.321, -0.222], [0.823, -4.971, 5.009], [0.533, -3.878, 4.014], [0.412, -2.548, 4.419], [0.163, -1.510, 3.536], [0.096, -0.101, 4.084], [-1.215, 0.189, 4.616], [-2.356, 0.094, 3.728], [-2.764, 1.410, 3.055], [-3.815, 1.205, 1.972], [-3.171, 0.933, 0.682], [-3.738, 1.161, -0.463], [-3.165, 0.969, -1.740], [-3.954, 1.181, -2.890], [-3.463, 0.976, -4.153], [-4.293, 1.203, -5.389], [-2.138, 0.521, -4.262], [-1.306, 0.311, -3.181], [0.009, -0.264, -3.428], [0.910, -0.562, -2.580], [2.059, -1.309, -3.110], [2.137, -2.723, -2.500], [0.815, -3.234, -1.948], [0.543, -2.628, -0.642], [0.348, -3.444, 0.328], [0.220, -3.116, 1.732], [0.447, -4.136, 2.660], [0.000, -1.794, 2.174], [-0.356, -0.860, 1.313], [-1.796, 0.569, -1.865], [-1.067, 0.462, -0.833], [0.387, -4.745, 5.982], [1.898, -5.096, 5.151], [0.420, -5.928, 4.675], [0.519, -2.310, 5.473], [0.807, -0.032, 4.907], [-1.210, 1.059, 5.133], [-3.220, -0.271, 4.295], [-2.139, -0.665, 2.974], [-1.893, 1.911, 2.627], [-3.165, 2.089, 3.811], [-4.434, 2.094, 1.850], [-4.472, 0.369, 2.227], [-2.216, 0.555, 0.662], [-4.758, 1.538, -0.418], [-4.982, 1.506, -2.760], [-5.308, 1.500, -5.131], [-4.354, 0.298, -5.996], [-3.864, 1.988, -6.014], [-1.748, 0.315, -5.255], [0.188, -0.497, -4.484], [2.971, -0.770, -2.868], [1.972, -1.370, -4.200], [2.865, -2.728, -1.688], [2.500, -3.408, -3.268], [0.857, -4.323, -1.852], [-0.011, -3.001, -2.628], [0.363, -4.519, 0.115], [0.591, -5.150, 2.297], [5.574, 2.402, 1.047], [4.680, 0.482, 2.173], [3.220, -0.834, 0.431], [0.814, 1.301, 2.822], [2.899, 1.879, 3.669], [1.247, 4.069, -0.336], [0.694, 2.859, -0.126], [1.379, 1.881, -0.663], [2.492, 2.491, -1.251], [3.585, 1.953, -1.925], [4.533, 2.826, -2.412], [4.426, 4.211, -2.224], [3.368, 4.759, -1.532], [2.412, 3.871, -1.057], [0.929, 4.932, 0.068], [-0.217, 2.731, 0.435], [3.722, 0.885, -1.988], [5.408, 2.430, -2.909], [5.209, 4.857, -2.598], [3.298, 5.824, -1.351]]
}